DFT (ωB97M-V/def2-TZVPD) results for a 10-piece molecular cluster, C59H55BF9O4 overall.

Summary:
- E_tot (Ha) = -3505.9463
- net charge = -1
- HOMO energy (eV) = -4.936

The geometry in XYZ format:
```
128
C59H55BF9O4 (ωB97M-V/def2-TZVPD)
C 2.57909 0.90138 -3.59825
C 2.31780 1.66611 -2.32578
O 3.10930 1.62354 -1.40077
O 1.19972 2.34325 -2.18225
C 0.24636 2.51499 -3.28088
B -0.87996 1.35333 -3.22886
O -2.11946 1.61788 -3.98863
C -2.95638 0.58319 -3.52298
C -2.44813 0.22653 -2.09391
O -1.37129 1.10420 -1.85608
H 2.62558 1.55209 -4.47195
H 3.50394 0.34608 -3.47291
H 1.74551 0.21902 -3.77976
H 0.77272 2.57335 -4.23498
H -0.18827 3.50198 -3.09484
H -0.38770 0.27626 -3.66916
H -2.82737 -0.29450 -4.17440
H -4.00780 0.88007 -3.55808
H -2.07935 -0.80918 -2.06818
H -3.21412 0.32496 -1.31685
F -3.20408 1.34721 1.34327
C -2.08332 0.77575 1.84791
C -2.16998 0.17265 3.08790
C -1.03109 -0.40959 3.62648
C 0.16589 -0.37143 2.92400
C 0.22037 0.24762 1.68078
C -0.91111 0.82866 1.12229
H -3.11316 0.16777 3.61994
H -1.08205 -0.88893 4.59596
H 1.05507 -0.82350 3.34468
H 1.15129 0.28032 1.12870
H -0.88333 1.29463 0.14051
F 0.43862 -1.32696 -5.87043
C 1.36290 -1.79751 -6.71778
C 2.54326 -1.09514 -6.87729
C 3.48354 -1.57278 -7.77898
C 3.24964 -2.74237 -8.48963
C 2.06470 -3.43897 -8.29672
C 1.10735 -2.96784 -7.40945
H 2.71710 -0.19054 -6.31112
H 4.41059 -1.03123 -7.91713
H 3.99054 -3.11193 -9.18629
H 1.87766 -4.35341 -8.84455
H 0.17662 -3.49596 -7.25174
F 6.15995 3.03015 3.86581
C 5.03820 3.43077 3.20772
C 4.62259 2.71354 2.10563
C 3.47993 3.12758 1.43392
C 2.78272 4.24429 1.87935
C 3.22374 4.94646 2.99268
C 4.36543 4.54112 3.67223
H 5.18521 1.84967 1.77710
H 3.13966 2.57874 0.56356
H 1.89237 4.56217 1.35324
H 2.67953 5.81629 3.33782
H 4.72984 5.06922 4.54329
F -2.73817 -3.46553 -5.06392
C -1.98663 -4.12647 -4.16261
C -0.62166 -3.92157 -4.14770
C 0.14407 -4.60768 -3.21824
C -0.45326 -5.48617 -2.32406
C -1.82799 -5.67711 -2.36206
C -2.60822 -4.99393 -3.28555
H -0.16942 -3.22566 -4.83486
H 1.21138 -4.44369 -3.19462
H 0.14931 -6.01362 -1.59616
H -2.30089 -6.35727 -1.66526
H -3.68190 -5.11875 -3.32606
F -8.50266 -2.51167 5.85310
C -7.72037 -1.50982 5.39139
C -7.84671 -0.25642 5.95489
C -7.04026 0.76721 5.47713
C -6.13233 0.52683 4.45514
C -6.02663 -0.74474 3.90675
C -6.82557 -1.77838 4.37580
H -8.56354 -0.09339 6.74830
H -7.12116 1.75775 5.90593
H -5.51044 1.33224 4.08674
H -5.32142 -0.93495 3.10795
H -6.75976 -2.77723 3.96633
F 3.48345 -4.85252 -3.48900
C 4.32512 -4.11827 -2.72956
C 4.63144 -2.83651 -3.14045
C 5.47332 -2.07264 -2.34562
C 5.99564 -2.59682 -1.17065
C 5.67143 -3.89002 -0.78471
C 4.82442 -4.66459 -1.56527
H 4.20321 -2.44922 -4.05588
H 5.71123 -1.05938 -2.64076
H 6.64653 -1.99375 -0.55202
H 6.07247 -4.29862 0.13354
H 4.54640 -5.67013 -1.27991
F -5.77556 -0.95486 -2.65863
C -6.84274 -0.24383 -3.05356
C -7.83761 -0.87307 -3.77622
C -8.93692 -0.12797 -4.17851
C -9.02536 1.22060 -3.86111
C -8.00805 1.82811 -3.13671
C -6.90416 1.09648 -2.72459
H -7.74143 -1.92323 -4.01633
H -9.72666 -0.60485 -4.74458
H -9.88319 1.79754 -4.18076
H -8.06904 2.88074 -2.89352
H -6.09555 1.54675 -2.16456
F -5.51699 4.91131 5.79051
C -4.25811 4.45388 5.59540
C -3.34375 4.56969 6.62236
C -2.05668 4.08900 6.41829
C -1.70634 3.50802 5.20743
C -2.64691 3.40954 4.19121
C -3.93626 3.88502 4.37971
H -3.64001 5.02520 7.55768
H -1.32681 4.16650 7.21367
H -0.70558 3.12704 5.05312
H -2.38014 2.96076 3.24587
H -4.68380 3.81124 3.60060
F 7.77839 0.43968 8.43073
C 8.44408 0.49959 7.25674
C 9.68680 -0.09537 7.17025
C 10.36684 -0.03177 5.96206
C 9.80288 0.61947 4.87359
C 8.55121 1.21022 4.98978
C 7.85868 1.15142 6.19041
H 10.10502 -0.59462 8.03378
H 11.34102 -0.49479 5.87327
H 10.33780 0.66688 3.93438
H 8.10707 1.71983 4.14726
H 6.88111 1.60124 6.29875
```

---

DFT (ωB97M-V/def2-TZVPD) results for C59H58F9O7P5Pb as an isolated structure.

Summary:
- E_tot (Ha) = -5608.5257
- net charge = 0
- HOMO energy (eV) = -7.798

The geometry in XYZ format:
```
139
C59H58F9O7P5Pb (ωB97M-V/def2-TZVPD)
Pb 0.02386 -0.69419 0.42373
C 1.15330 -1.49036 2.66627
C 0.66427 -2.65086 1.99779
C 1.41178 -2.81402 0.80295
C 2.41202 -1.77805 0.76132
C 2.27460 -0.99826 1.92276
C 3.27360 -0.02420 2.47210
C 3.51589 -1.70599 -0.25132
C 1.44255 -4.03481 -0.06525
C -0.35188 -3.61275 2.53493
C 0.85714 -1.12441 4.09222
H 2.84553 0.96033 2.65428
H 4.12043 0.09810 1.80012
H 3.65189 -0.39951 3.42673
H 3.14794 -1.38262 -1.22803
H 3.97920 -2.68582 -0.38651
H 4.28919 -1.00698 0.06304
H 2.41915 -4.52019 0.00870
H 1.27835 -3.78014 -1.11378
H 0.67834 -4.74768 0.23982
H -1.06755 -3.89581 1.76172
H -0.90282 -3.17134 3.36561
H 0.13695 -4.52048 2.89650
H 1.19946 -0.11758 4.31851
H 1.37535 -1.81810 4.76040
H -0.20948 -1.18255 4.31249
C -4.42265 -1.99539 -2.16153
C -4.24611 -1.34966 -0.79405
O -5.50987 -1.04430 -0.21569
P -3.34378 0.25603 -0.94446
O -2.90016 0.37698 -2.48493
O -4.50045 1.34216 -0.80187
O -2.20412 0.63160 -0.07007
P -3.23006 -2.50322 0.24374
O -3.61382 -1.87882 1.71870
O -3.69229 -3.90103 0.17291
O -1.79770 -2.17892 -0.09083
H -5.04151 -1.37500 -2.80967
H -4.89870 -2.96547 -2.02394
H -3.44719 -2.15499 -2.62004
H -5.51422 -1.36559 0.69611
H -2.19695 1.04440 -2.51761
H -5.37681 0.92211 -0.74801
H -3.72106 -2.63570 2.31465
C 0.45090 1.43490 -3.59780
C 0.04484 0.05060 -4.13066
P 0.82521 -1.39772 -3.25883
C -0.21701 -2.71189 -4.02829
C -0.34709 -2.84253 -5.41124
C -1.18778 -3.80363 -5.94687
C -1.91729 -4.64392 -5.11302
C -1.78824 -4.52463 -3.73958
C -0.93642 -3.56827 -3.20178
C 2.34432 -1.67384 -4.26144
C 3.00352 -2.88853 -4.06359
C 4.12125 -3.21846 -4.80914
C 4.62038 -2.32325 -5.74627
C 3.99737 -1.09918 -5.92255
C 2.86222 -0.77726 -5.18989
P 0.60985 1.59701 -1.72817
C 0.04685 3.36412 -1.68618
C 0.87953 4.43300 -2.01462
C 0.37329 5.72128 -2.09928
C -0.97540 5.96086 -1.87865
C -1.80778 4.90908 -1.53025
C -1.29586 3.62350 -1.41456
C 2.40305 1.89687 -1.45622
C 2.71353 2.23883 -0.13762
C 3.99708 2.61057 0.22071
C 4.99738 2.64906 -0.74119
C 4.71057 2.27067 -2.04323
C 3.42622 1.87660 -2.39649
H -0.28485 2.17988 -3.90906
H 1.40549 1.73348 -4.03453
H -1.02454 -0.11519 -4.00778
H 0.24733 -0.00802 -5.20205
H 0.21652 -2.20191 -6.07988
H -1.29072 -3.89154 -7.02121
H -2.57054 -5.39602 -5.53567
H -2.36091 -5.14833 -3.06466
H -0.85329 -3.47225 -2.12952
H 2.62119 -3.59072 -3.33186
H 4.60526 -4.17530 -4.66193
H 5.48890 -2.58389 -6.33633
H 4.38866 -0.39552 -6.64639
H 2.38162 0.17700 -5.36829
H 1.92933 4.26388 -2.22017
H 1.03295 6.54168 -2.35286
H -1.37205 6.96215 -1.98397
H -2.86361 5.08006 -1.36133
H -1.94879 2.81605 -1.10773
H 1.91706 2.21026 0.59919
H 4.22387 2.87360 1.24653
H 5.99881 2.96030 -0.47524
H 5.48921 2.28987 -2.79472
H 3.24976 1.54429 -3.41155
F 1.67091 2.90491 8.35378
C 1.33579 1.79022 7.66667
F 0.42636 1.14018 8.41289
F 2.43944 1.02071 7.62261
C 0.82588 2.11996 6.29528
C 1.73049 2.34125 5.26590
C 1.25587 2.63283 4.00021
C -0.11156 2.69241 3.73527
C -1.00163 2.52219 4.79177
C -0.53583 2.24123 6.06724
P -0.58198 2.95099 1.95734
C -0.27058 4.77255 2.00807
C 0.85239 5.24513 1.33670
C 1.16885 6.59416 1.34622
C 0.32946 7.48376 1.99810
C -0.77499 7.02277 2.70258
C -1.06129 5.66960 2.72404
C 0.64953 8.94989 1.97140
F -0.44563 9.71850 2.10677
F 1.49289 9.29738 2.96632
F 1.24401 9.31455 0.81856
C -2.40500 2.83824 2.11389
C -3.29049 3.81726 1.67447
C -4.65755 3.60267 1.73368
C -5.14249 2.39444 2.21021
C -4.27488 1.39777 2.62723
C -2.91309 1.62250 2.57271
C -6.62069 2.15726 2.17322
F -7.11831 2.35972 0.92831
F -7.30460 2.98548 2.98848
F -6.95869 0.90195 2.52158
H 2.79334 2.26657 5.45503
H 1.95434 2.82090 3.19246
H -2.06673 2.59639 4.63059
H -1.23658 2.10545 6.87956
H 1.48251 4.55245 0.79454
H 2.05607 6.95579 0.84414
H -1.40345 7.72861 3.22899
H -1.90359 5.31899 3.30529
H -2.91904 4.74763 1.27066
H -5.34788 4.36163 1.38908
H -4.64965 0.44090 2.95890
H -2.22907 0.83224 2.85785
```

---

DFT (ωB97M-V/def2-TZVPD) results for a 9-piece molecular cluster, C59H61N2O36P4S overall.

Summary:
- E_tot (Ha) = -6866.4155
- net charge = +1
- HOMO energy (eV) = -10.564
- ΔE to the lowest compared entry with this formula, charge and spin (kcal per mole) = 33.0

The geometry in XYZ format:
```
163
C59H61N2O36P4S (ωB97M-V/def2-TZVPD)
C 4.93459 -2.91426 1.79937
C 6.03307 -2.05855 1.19192
C 6.55617 -0.98427 2.13418
C 5.68271 -1.49710 -0.17240
N 4.41393 -0.68577 -0.09570
C 3.19639 -1.38927 -0.63771
P 3.31135 -1.96418 -2.41901
O 2.83627 -3.34277 -2.58294
C 1.92320 -0.58775 -0.40333
P 0.53730 -1.43148 -1.34637
C 0.21897 -3.08208 -0.62158
C -0.95575 -0.39939 -1.15300
C 2.03622 0.81995 -0.98365
C 3.26246 1.51769 -0.37297
P 3.02387 1.76673 1.45491
N 4.18917 2.65775 2.04853
P 3.45105 3.22498 -1.04336
O 3.12681 3.28003 -2.43512
O 2.49227 4.12033 -0.14968
O 4.93683 3.64144 -0.69129
C 4.56404 0.72522 -0.56396
S 5.26175 0.80630 -2.23451
H 4.47160 -3.55450 1.05939
H 4.13745 -2.26880 2.18189
H 5.27835 -3.47097 2.65467
H 6.86865 -2.71912 0.99281
H 7.01804 -1.44787 2.99163
H 7.36077 -0.46980 1.62362
H 5.80611 -0.25324 2.42879
H 6.51564 -0.88879 -0.48714
H 5.60764 -2.32815 -0.85853
H 4.25505 -0.59795 0.91203
H 3.07772 -2.29527 -0.06385
H 4.67729 -1.89290 -2.75446
H 2.66819 -1.06958 -3.27623
H 1.64625 -0.56934 0.64850
H -0.68511 -3.12419 -0.02961
H 0.07695 -3.76231 -1.44651
H 1.04844 -3.46367 -0.04083
H -0.72772 0.59541 -1.50044
H -1.27614 -0.30363 -0.12146
H -1.75690 -0.77684 -1.76415
H 1.13732 1.36864 -0.74270
H 2.19960 0.77947 -2.05202
H 3.06293 0.50599 2.08957
H 1.78830 2.38833 1.68194
H 3.80814 3.49450 2.48862
H 2.95250 4.42210 0.65503
H 4.97066 4.00321 0.21530
H 5.27497 1.19543 0.10740
H 5.95380 1.95150 -2.17382
C -4.67699 0.86781 -1.14793
C -5.94329 0.96127 -0.72282
C -6.66415 2.27927 -0.66905
O -7.81537 2.28458 -0.28742
C -5.93597 3.47643 -1.07548
C -4.67018 3.37559 -1.49568
C -3.96179 2.05683 -1.56854
O -2.80951 2.02824 -1.96891
O -3.95287 4.43188 -1.87897
O -6.63209 -0.09676 -0.32496
H -4.14914 -0.07468 -1.19015
H -6.45663 4.42172 -1.02253
H -3.07640 4.08535 -2.13837
H -7.51699 0.21881 -0.04934
C -4.98245 -3.37941 2.77010
C -5.54699 -2.87964 1.66329
C -7.00672 -3.06647 1.35898
O -7.43111 -2.56893 0.33205
C -7.81316 -3.83311 2.29529
C -7.24972 -4.33737 3.40159
C -5.79285 -4.13011 3.71452
O -5.34160 -4.60301 4.74213
O -7.93079 -5.04777 4.28967
O -4.87401 -2.18461 0.75376
H -3.93406 -3.25359 2.99972
H -8.85808 -3.97575 2.05956
H -7.29905 -5.29057 4.99436
H -5.53688 -1.93505 0.07443
C 7.89913 5.86637 3.61071
C 6.74978 5.23919 3.33582
C 5.43004 5.74930 3.85011
O 4.41024 5.15214 3.53543
C 5.42542 6.93003 4.68885
C 6.57837 7.55501 4.97205
C 7.89523 7.06729 4.43572
O 8.89569 7.69348 4.71631
O 6.63869 8.63334 5.72991
O 6.70452 4.13737 2.58939
H 8.85282 5.51427 3.24408
H 4.47263 7.27569 5.06349
H 7.58323 8.88742 5.77381
H 5.77370 3.83622 2.55601
C -5.22196 5.79243 -4.55289
C -4.57183 6.70630 -5.28319
C -5.26447 7.50573 -6.34999
O -4.60830 8.33110 -6.96049
C -6.67124 7.25388 -6.60012
C -7.32253 6.33711 -5.87133
C -6.63651 5.55366 -4.78806
O -7.29473 4.74975 -4.15311
O -8.60499 6.05831 -6.04911
O -3.28187 6.97233 -5.11804
H -4.73924 5.21096 -3.77911
H -7.15308 7.82668 -7.37932
H -8.82768 5.36630 -5.39503
H -3.06129 7.67377 -5.76340
C -2.79737 -8.47244 6.74764
C -3.27786 -7.44092 6.03859
C -2.43190 -6.70475 5.03893
O -2.95207 -5.79685 4.42078
C -1.04506 -7.11756 4.87034
C -0.56605 -8.14505 5.58232
C -1.42063 -8.90002 6.56145
O -0.91438 -9.83290 7.15531
O 0.68572 -8.57341 5.47816
O -4.51821 -6.99554 6.16395
H -3.39686 -9.01081 7.46763
H -0.44040 -6.57061 4.16098
H 0.76375 -9.32613 6.09938
H -4.61010 -6.23556 5.54812
C 6.89353 -7.51925 -2.25079
C 7.42300 -6.32394 -1.96264
C 6.57678 -5.18350 -1.48239
O 7.12066 -4.11877 -1.21693
C 5.15118 -5.38916 -1.35691
C 4.61261 -6.58153 -1.64579
C 5.45852 -7.73740 -2.10393
O 4.90710 -8.79175 -2.33263
O 3.31439 -6.81919 -1.54686
O 8.72121 -6.06701 -2.07961
H 7.49287 -8.34932 -2.59614
H 4.55032 -4.55374 -1.02944
H 3.18993 -7.75932 -1.80472
H 8.84673 -5.13725 -1.81092
C -6.24359 12.49502 -4.23293
C -5.56003 13.26949 -3.38093
C -4.06207 13.21352 -3.28481
O -3.51081 13.96031 -2.49846
C -3.35277 12.26827 -4.13175
C -4.03395 11.49025 -4.98432
C -5.53315 11.56438 -5.09702
O -6.08713 10.83926 -5.90044
O -3.43902 10.60976 -5.77782
O -6.14686 14.13558 -2.56664
H -7.32092 12.52879 -4.31042
H -2.27666 12.22582 -4.04264
H -4.14840 10.17818 -6.30202
H -5.42600 14.56525 -2.06388
C -0.02075 -10.05521 0.52755
C -1.32642 -9.91583 0.79756
C -2.01291 -8.58074 0.72769
O -3.20336 -8.53314 0.96804
C -1.21384 -7.41366 0.38018
C 0.09144 -7.55265 0.11535
C 0.76904 -8.89475 0.15950
O 1.95502 -8.94721 -0.11701
O 0.87310 -6.52735 -0.20540
O -2.09967 -10.93309 1.13932
H 0.48142 -11.01103 0.57092
H -1.71408 -6.45591 0.34881
H 1.78021 -6.88378 -0.33691
H -2.99537 -10.56348 1.27497
```